# 1
C22H21BrCsN5O12 as an isolated structure, computed with ωB97M-V with the def2-TZVPD basis set.

The geometry in XYZ format:
```
62
Properties=species:S:1:pos:R:3:forces:R:3
Cs -1.3785 -0.4705 -0.6031 1.1 0.0 -0.6
O -1.5538 -0.3514 -3.1107 -0.6 -0.1 -1.7
C -0.3553 -0.0267 -3.0693 0.7 0.5 -1.5
O 0.5466 -0.6030 -2.4329 1.0 -0.2 -0.5
C 0.0404 1.2498 -3.8032 -0.1 -0.3 0.2
C 0.2548 1.2733 -5.1367 0.0 0.0 0.0
C 0.6530 2.4748 -5.7857 -0.2 0.1 1.4
C 0.8353 3.6215 -5.0283 0.1 0.1 -0.4
C 0.6075 3.6266 -3.6621 -0.3 -1.2 -0.5
C 0.1526 2.4299 -2.9569 0.2 0.5 -0.2
O -0.1042 2.4028 -1.7511 -0.2 -0.5 0.3
N 0.8632 4.8172 -2.9633 0.3 1.1 0.6
O 0.5169 4.9378 -1.7965 0.0 0.0 -0.1
O 1.4606 5.7251 -3.5538 0.1 0.2 -0.1
N 0.8893 2.4950 -7.1610 0.3 0.2 -1.0
O 1.2550 3.5471 -7.6938 0.0 0.0 0.0
O 0.7413 1.4593 -7.8140 0.0 0.0 0.1
H 0.1278 0.3795 -5.7293 0.0 -0.1 0.0
H 1.1505 4.5354 -5.5125 0.0 -0.1 0.1
C 3.5219 0.5933 -1.0722 -0.1 0.0 -0.1
O 3.3691 1.1417 0.2172 0.1 0.0 0.4
C 2.4776 2.2427 0.2170 -0.1 0.1 0.2
C 2.2008 2.6864 1.6574 0.2 0.0 -0.4
O 1.1205 2.0272 2.2725 0.0 -0.2 0.1
C -0.1384 2.5694 1.9265 0.0 0.0 0.1
H 3.9076 1.3475 -1.7735 0.0 0.0 0.0
H 2.5755 0.2006 -1.4602 0.0 0.0 -0.1
H 4.2517 -0.2129 -0.9863 0.0 0.0 0.0
H 1.5401 1.9693 -0.2810 0.1 0.2 0.0
H 2.9371 3.0754 -0.3413 -0.1 -0.1 0.0
H 2.0261 3.7739 1.6704 0.1 -0.1 0.0
H 3.0851 2.4515 2.2605 -0.1 0.1 -0.1
H -0.2694 3.5542 2.4016 0.0 0.0 -0.1
H -0.8894 1.8808 2.3071 -0.1 0.0 0.0
H -0.2634 2.6818 0.8468 0.0 0.0 -0.1
O 2.5499 -6.5852 0.3498 0.1 -0.1 0.0
C 1.7320 -5.4949 0.3367 -0.2 0.5 0.0
C 2.2308 -4.1948 0.3733 0.0 -0.1 0.0
C 1.3338 -3.1388 0.3280 0.4 -0.3 0.0
N 0.0302 -3.3142 0.2416 -0.5 0.2 -0.1
C -0.4277 -4.5387 0.2269 0.4 -0.1 0.0
Br -2.2880 -4.7389 0.0721 -0.4 -0.1 -0.1
C 0.3574 -5.6817 0.2734 0.3 -0.1 0.0
H 3.4689 -6.2880 0.3760 -0.2 0.0 0.0
H 3.2965 -4.0122 0.4277 0.1 0.0 0.0
H 1.6780 -2.1135 0.3478 0.1 0.1 0.0
H -0.0665 -6.6723 0.2510 -0.1 0.0 0.0
O -2.4888 -0.3473 1.4794 -1.7 -0.4 3.6
N -2.0829 -1.5449 1.7101 -0.5 0.5 0.5
N -2.3278 -2.0987 2.8355 0.1 0.2 -0.5
O -1.8647 -3.2865 2.9974 0.4 -1.1 0.5
C -3.0721 -1.5575 3.9171 -0.4 0.5 0.3
C -3.1187 -2.3017 5.0979 0.2 -0.3 -0.2
C -3.8449 -1.8597 6.1843 -0.1 0.1 0.0
C -4.5558 -0.6707 6.1086 -0.1 0.1 0.1
C -4.5147 0.0693 4.9390 -0.1 0.0 0.2
C -3.7732 -0.3550 3.8517 -0.1 0.2 -0.2
H -2.5734 -3.2322 5.1204 0.0 0.0 -0.1
H -3.8647 -2.4480 7.0931 0.0 0.0 0.0
H -5.1406 -0.3264 6.9523 0.0 0.0 0.0
H -5.0791 0.9893 4.8534 0.0 0.0 0.1
H -3.7490 0.2367 2.9543 0.0 -0.1 0.0
```
Forces are in eV/Å.

Computed properties:
ΔE to the lowest compared entry with this formula, charge and spin	2.716	eV
charge	-2
total energy	-125757.699	eV

Atom charges from the Mulliken analysis, given in e for atoms 1 to 6:
1 Cs 1.122
2 O -0.948
3 C -0.259
4 O -0.849
5 C 0.875
6 C -0.203


# 2
C22H21Cl2CrN2OS4 as an isolated structure, computed with ωB97M-V with the def2-TZVPD basis set.

The geometry in XYZ format:
```
53
Properties=species:S:1:pos:R:3:forces:R:3
Cr -1.7758 0.4626 0.2807 0.1 0.0 0.2
Cl -0.1292 3.3190 0.6446 0.1 0.1 0.0
C -1.5758 4.2686 0.6792 0.0 0.0 0.1
C -1.5437 5.4501 1.4013 0.0 0.0 0.0
C -2.6589 6.2700 1.4474 0.0 -0.1 -0.1
C -3.7964 5.8846 0.7537 0.0 0.1 0.1
C -3.8082 4.6969 0.0476 0.1 0.0 0.0
Cl -5.2861 4.3180 -0.7966 0.0 0.0 0.0
C -2.7099 3.8121 -0.0190 -0.2 0.1 -0.2
S -2.7723 2.3636 -0.9755 0.1 -0.1 0.1
H -0.6340 5.7154 1.9223 0.0 0.0 0.0
H -2.6416 7.1933 2.0117 0.0 0.0 0.0
H -4.6874 6.4981 0.7580 0.0 0.0 0.0
C -3.3955 -3.8544 -0.6231 0.0 0.0 0.0
C -2.7497 -2.6209 -0.0360 0.0 0.0 0.1
S -3.1717 -1.1106 -0.8403 0.0 0.0 0.0
C -1.9015 -2.7084 1.0031 -0.1 0.0 -0.1
C -1.5661 -4.0384 1.6367 0.0 0.0 0.0
S -1.1101 -1.3203 1.7393 0.0 0.1 -0.1
H -4.2753 -3.5743 -1.2022 0.0 0.0 0.0
H -3.7038 -4.5616 0.1513 0.0 0.0 0.0
H -2.7097 -4.3809 -1.2977 0.0 0.0 0.0
H -2.3680 -4.3826 2.3004 0.0 0.0 0.0
H -0.6587 -3.9478 2.2326 0.0 0.0 0.0
H -1.4010 -4.8127 0.8829 0.0 0.0 0.0
S -3.3084 1.6961 3.2044 -0.1 0.1 0.2
C -2.4919 1.2202 1.9783 0.2 -0.1 -0.5
C 3.5156 -1.9128 -2.2938 0.0 0.0 0.0
N 2.5361 -1.9779 -1.2056 0.0 0.0 0.0
N 2.0522 -0.6631 -0.9491 0.0 0.0 -0.1
C 0.6275 -0.6293 -1.1204 0.1 0.0 -0.1
O -0.0364 0.4368 -0.8671 -0.1 0.0 0.2
C 0.2586 -1.8966 -1.5374 0.0 -0.1 0.1
C 1.3697 -2.7310 -1.5716 0.0 0.1 -0.1
C 1.4707 -4.2030 -1.6912 0.0 0.0 0.0
C 2.8452 0.1903 -0.2180 0.0 0.0 0.0
C 2.5665 1.5687 -0.1845 -0.1 0.0 -0.1
C 3.3915 2.4277 0.5085 0.1 0.1 0.1
C 4.5287 1.9670 1.1726 0.0 0.0 0.0
C 4.8125 0.6093 1.1287 0.0 0.0 0.0
C 3.9928 -0.2746 0.4470 0.0 0.0 0.0
H 4.3669 -1.3003 -1.9915 0.0 0.0 0.0
H 3.0696 -1.4920 -3.2048 0.0 0.0 0.0
H 3.8683 -2.9247 -2.4984 0.0 0.0 0.0
H -0.7692 -2.1820 -1.6847 0.0 0.0 0.0
H 0.4661 -4.6282 -1.7285 0.0 0.0 0.0
H 1.9905 -4.6371 -0.8245 0.0 0.0 0.0
H 2.0071 -4.5515 -2.5871 0.0 0.0 0.0
H 1.6955 1.9256 -0.7111 0.0 0.0 0.0
H 3.1416 3.4825 0.5287 0.0 0.0 0.0
H 5.1721 2.6512 1.7120 0.0 0.0 0.0
H 5.6855 0.2240 1.6462 0.0 0.0 0.0
H 4.2053 -1.3347 0.4407 0.0 0.0 0.0
```
Forces are in eV/Å.

Computed properties:
ΔE to the lowest compared entry with this formula, charge and spin	0.050	eV
charge	-2
multiplicity	6
total energy	-124989.698	eV

Atom charges from the Mulliken analysis, given in e for atoms 1 to 6:
1 Cr 0.330
2 Cl -0.048
3 C 0.409
4 C -0.698
5 C -0.372
6 C -0.699


# 3
The molecule C22H21ClFNO4, computed with ωB97M-V with the def2-TZVPD basis set.

The geometry in XYZ format:
```
50
Properties=species:S:1:pos:R:3:forces:R:3
C -0.9373 2.1969 3.7459 -0.2 0.0 0.1
H -1.6492 1.5039 3.2908 0.0 0.0 0.0
O 0.3198 2.1398 3.1140 0.3 0.0 -0.3
C 0.3897 2.3924 1.7682 0.1 -0.1 0.1
C -0.6996 2.8062 1.0105 0.0 0.0 0.1
C -0.5903 3.0491 -0.3459 0.2 0.1 0.0
C 0.6274 2.9003 -0.9870 0.0 0.3 0.1
C 1.7230 2.5126 -0.2319 -0.1 0.1 0.3
C 1.6315 2.2378 1.1262 0.0 -0.1 -0.1
O 2.8104 1.8490 1.7038 -0.2 0.4 -0.2
C 2.7971 1.0390 2.8593 0.1 -0.2 0.4
H 2.4779 1.5924 3.7440 0.1 -0.1 -0.1
H 2.1530 0.1661 2.7254 0.0 0.0 0.0
H 3.8284 0.7094 2.9884 -0.1 0.0 0.0
H 2.6928 2.3879 -0.6900 0.1 0.0 0.0
C 0.7412 2.9731 -2.4847 -0.1 -0.2 0.1
H 1.7762 3.1744 -2.7676 0.0 0.1 0.0
H 0.1071 3.7612 -2.8914 0.1 0.0 -0.1
C 0.2926 1.6207 -3.0795 -0.2 0.4 -0.2
N 0.8579 0.5283 -2.3131 -0.1 -0.2 -0.1
C 2.1657 0.2322 -2.4327 0.3 -0.3 0.1
C 2.7972 -0.6058 -1.5750 0.1 0.1 -0.1
C 2.0660 -1.1433 -0.4867 -0.6 0.4 -0.2
C 0.7284 -0.8779 -0.3696 0.4 -0.1 0.5
C 0.0496 -0.0306 -1.3125 0.2 -0.2 -0.1
O -1.1470 0.2191 -1.2904 -0.2 0.1 0.1
C -0.0722 -1.4159 0.7887 0.1 0.1 -0.1
C -1.4449 -1.8613 0.3794 -0.2 -0.2 0.2
C -2.5899 -1.3441 0.9733 -0.1 -0.4 -0.2
C -3.8675 -1.7284 0.6174 0.1 0.2 0.1
C -4.0268 -2.6756 -0.3776 0.1 0.0 0.0
C -2.9173 -3.2275 -0.9912 0.0 0.0 -0.1
C -1.6505 -2.8204 -0.6085 -0.4 0.2 0.3
Cl -0.2866 -3.5345 -1.3887 0.2 -0.3 -0.2
H -3.0273 -3.9692 -1.7665 0.0 -0.1 -0.1
H -5.0162 -2.9848 -0.6759 -0.1 0.0 0.0
H -4.7140 -1.2813 1.1136 -0.1 0.1 0.1
F -2.4560 -0.4277 1.9582 0.0 0.1 0.0
H -0.1652 -0.6350 1.5480 0.0 -0.1 0.0
H 0.4758 -2.2568 1.2221 -0.1 0.1 0.0
O 2.6795 -1.9165 0.4426 0.0 -0.1 0.0
H 3.6109 -2.0234 0.2150 -0.1 0.0 0.0
H 3.8430 -0.8389 -1.6997 0.1 0.0 -0.1
H 2.6866 0.7011 -3.2551 0.0 0.1 0.0
H 0.5921 1.5347 -4.1266 0.0 -0.1 0.1
H -0.7919 1.5212 -2.9945 0.2 0.0 -0.1
H -1.4678 3.3350 -0.9044 -0.1 0.0 -0.1
H -1.6627 2.9245 1.4785 -0.1 0.0 0.1
H -1.3483 3.2116 3.7303 0.0 0.0 0.0
H -0.7543 1.9012 4.7782 -0.1 0.0 -0.1
```
Forces are in eV/Å.

Computed properties:
structure (SMILES)	COc1ccc(CCn2ccc(O)c(Cc3c(F)cccc3Cl)c2=O)cc1OC
total energy	-48074.714	eV

Atom charges from the Mulliken analysis, given in e for atoms 1 to 6:
1 C -0.764
2 H 0.209
3 O -0.398
4 C 0.787
5 C -0.212
6 C -0.993


# 4
The molecule C22H21ClN2O2S, computed with ωB97M-V with the def2-TZVPD basis set.

The geometry in XYZ format:
```
49
Properties=species:S:1:pos:R:3:forces:R:3
O -2.5925 -3.9389 1.0750 -1.0 0.4 -1.3
Cl -3.4239 0.0214 2.0177 -0.1 0.0 -0.2
N 2.6825 -0.4179 0.2500 -1.0 -1.4 0.1
O -3.8004 -3.2372 -0.7100 1.1 0.8 -0.3
S -0.3198 -3.8730 -2.8152 -2.3 1.4 -1.1
C -2.7010 -3.2252 0.0786 0.2 -2.1 2.6
C 1.8379 0.5838 0.3657 -0.1 -0.8 0.1
C 1.9119 -1.5863 0.4040 0.2 1.4 -0.3
C -1.0528 -4.2454 -4.3668 -0.4 0.9 -0.1
C -2.0303 -3.3731 -4.7960 1.3 -0.1 1.9
C -2.2580 -2.3250 -3.8264 0.6 -1.2 -0.2
C 0.6043 -1.2381 0.6009 -0.4 -1.2 -0.1
C -1.4659 -2.4968 -2.7255 -0.4 0.6 0.2
C -0.5353 -2.1899 0.7010 -2.4 0.3 -1.9
C 2.2593 1.9580 0.1331 1.5 0.6 -0.5
C -1.5905 -2.3328 -0.2190 2.8 2.2 0.3
C 3.5075 2.2696 -0.3557 -3.2 -0.6 1.8
C -1.4726 1.8798 4.9438 0.7 0.1 -1.3
C -0.2753 2.2894 4.3409 -0.6 -0.6 -1.0
C -2.4393 1.2264 4.1799 0.1 0.0 1.1
C -0.0327 1.9735 2.9794 -1.0 0.0 1.2
C -2.2190 0.9565 2.8461 1.1 0.1 -0.5
C -0.9943 1.3167 2.2045 -0.6 -0.4 1.2
N 0.5411 0.1308 0.6390 0.2 1.1 -0.8
C -1.6136 -1.5581 -1.5444 0.4 -0.7 0.7
C -0.6764 0.9549 0.7807 0.3 0.3 -0.4
C 4.5400 3.7878 -1.9148 -0.7 0.1 -0.3
C 3.8979 3.6917 -0.5262 0.9 -0.7 -0.6
H -4.3820 -3.9390 -0.4115 -0.1 -0.3 0.4
H 2.2693 -2.6029 0.2818 0.2 0.4 0.1
H -0.6881 -5.0586 -4.9410 0.3 -0.6 -0.2
H -2.5592 -3.4821 -5.7061 -0.3 -0.1 -0.7
H -2.9828 -1.5118 -3.9496 0.3 -0.5 0.2
H -0.5393 -2.8031 1.5838 -0.2 -0.3 0.1
H 1.5605 2.7609 0.3631 0.1 -0.1 -0.1
H 4.1618 1.4214 -0.5609 0.1 0.4 -0.1
H -1.6648 1.9945 5.9868 0.0 0.3 0.5
H 0.4795 2.8440 4.8666 0.2 0.0 0.3
H -3.3088 0.8711 4.7509 0.2 0.1 -0.8
H 0.9351 2.2095 2.5699 0.1 0.1 -0.2
H -0.7668 -0.8758 -1.5598 0.0 0.3 0.1
H -2.5627 -0.9931 -1.6304 0.5 -0.3 -0.1
H -1.5231 0.4855 0.2775 0.2 -0.2 0.2
H -0.5270 1.9001 0.2471 0.2 -0.2 -0.1
H 4.8102 4.8173 -2.0599 0.4 0.5 -0.5
H 3.8335 3.4683 -2.7190 0.5 0.3 0.6
H 5.4266 3.1500 -1.9654 -0.1 0.2 0.0
H 4.6672 3.9485 0.2095 0.0 0.0 0.0
H 3.0722 4.3926 -0.3740 0.0 -0.3 -0.2
```
Forces are in eV/Å.

Computed properties:
structure (SMILES)	CC/C=C/c1ncc(/C=C(\Cc2cccs2)C(=O)O)n1Cc1ccccc1Cl
total energy	-53586.568	eV

Atom charges from the Mulliken analysis, given in e for atoms 1 to 6:
1 O -0.613
2 Cl -0.204
3 N -0.678
4 O -0.431
5 S -0.073
6 C 0.546


# 5
C22H21F3NOPtSTe5 as an isolated structure, computed with ωB97M-V with the def2-TZVPD basis set.

The geometry in XYZ format:
```
55
Properties=species:S:1:pos:R:3:forces:R:3
Pt -0.1125 -0.3948 0.9134 1.3 0.3 1.1
Te 1.0708 -0.9590 3.1855 -0.2 -1.0 -0.4
Te 1.3577 1.0674 5.0633 0.5 0.7 -1.0
Te 3.0419 2.1665 3.2609 -0.5 0.3 1.2
Te 2.6634 0.4719 0.9075 -1.2 -1.0 -0.2
F -4.6238 -0.2413 -2.0532 1.0 1.0 0.0
C -4.0453 0.9842 -2.2933 -2.1 -0.7 -0.2
F -4.4005 1.2679 -3.5974 0.8 0.1 1.7
F -4.7097 1.8523 -1.4495 0.9 -0.7 -1.2
C -2.5588 1.0333 -2.0309 -0.2 0.0 0.0
C -1.7244 1.6685 -2.9428 0.0 -0.4 0.7
C -0.3849 1.9128 -2.6465 0.1 0.5 0.1
C 0.0832 1.4722 -1.4231 0.1 1.1 -1.5
N -0.7031 0.7647 -0.6350 0.7 -0.4 0.5
C -1.9848 0.4918 -0.8349 -0.5 1.1 -2.8
S -2.5523 -0.6442 0.2559 0.2 -1.0 1.7
H -2.0696 1.9614 -3.9094 -0.6 0.3 -0.3
H 0.1933 2.5455 -3.3347 0.0 -0.6 0.5
H 1.0745 1.7169 -1.0641 0.0 -0.2 -0.1
C -2.4445 8.2164 -0.2088 1.9 0.9 0.1
C -2.5678 6.8181 0.3825 0.4 0.1 0.6
C -1.2827 6.1089 -0.0281 1.1 0.3 0.0
O -0.5858 6.8919 -1.0476 -0.9 0.0 0.7
C -1.3128 8.1032 -1.3102 -0.9 -0.5 1.0
H -2.0358 8.9518 0.5736 -1.0 -1.0 -1.1
H -3.3496 8.5747 -0.6794 -0.3 0.2 0.3
H -3.4307 6.2945 0.0270 -0.6 -0.2 -0.4
H -2.6384 6.8295 1.4858 -0.1 0.1 -0.5
H -1.4597 5.1047 -0.4457 0.1 0.3 0.3
H -0.6148 6.0612 0.8645 -0.2 -0.3 -0.7
H -1.7051 8.0773 -2.3301 -0.1 0.0 0.1
H -0.6724 8.9652 -1.1958 0.5 0.1 -0.2
Te 0.5981 -3.2258 -0.1287 -0.6 -0.1 0.6
C 0.0164 -4.7622 1.2501 0.3 -1.1 0.0
C -0.1437 -4.5151 2.6077 0.7 1.4 0.2
C -0.3638 -5.5568 3.5048 -0.1 0.1 -1.6
C -0.3558 -6.8789 3.0580 0.6 1.0 1.5
C -0.0980 -7.1448 1.7429 0.2 -1.3 -0.8
C 0.0137 -6.1230 0.8274 -0.2 1.5 -0.8
C 2.6329 -3.7522 -0.2854 -0.2 0.3 0.1
C 3.5167 -3.9989 0.7712 -1.0 -0.1 0.7
C 4.8401 -4.2336 0.4600 0.0 0.2 -0.5
C 5.2365 -4.3202 -0.8742 0.6 -0.1 0.3
C 4.3327 -4.1669 -1.9101 0.2 -0.3 -0.4
C 3.0360 -3.8009 -1.6174 -0.3 0.4 0.4
H 0.0447 -3.4717 2.9978 -0.7 -1.4 -0.4
H -0.5341 -5.2594 4.4972 -0.1 -0.1 1.3
H -0.3617 -7.6372 3.8208 -0.3 -0.4 -0.1
H 0.0805 -8.1864 1.4085 -0.5 0.8 0.2
H 0.0381 -6.3693 -0.2342 0.4 0.1 0.2
H 3.1265 -4.0478 1.8132 0.5 0.2 -0.9
H 5.6113 -4.3296 1.2012 -0.1 -0.2 0.4
H 6.3051 -4.4981 -1.0173 -0.4 -0.1 -0.4
H 4.5590 -4.3788 -2.9502 0.4 0.3 0.1
H 2.3537 -3.4778 -2.4029 0.1 -0.4 0.0
```
Forces are in eV/Å.

Computed properties:
ΔE to the lowest compared entry with this formula, charge and spin	0.000	eV
charge	+1
multiplicity	5
total energy	-85383.592	eV

Atom charges from the Mulliken analysis, given in e for atoms 1 to 6:
1 Pt 0.405
2 Te 0.201
3 Te -0.009
4 Te 0.170
5 Te -0.208
6 F -0.232


Q: The highest total energy belongs to which entry?
A: C22H21ClFNO4